ORCA calculation (ωB97M-V/def2-TZVPD) on a molecular structure, C29H44BrN3OsP2 in a non-equilibrium geometry.

Properties
**Spin multiplicity**: 5
**Relative energy (zero: lowest compared OMol25 entry of this formula, charge and spin)**: 1.339 eV
**E_HOMO (alpha / beta)**: -19.0191 / -19.4082 eV
**Net charge**: +4
**Electronic energy**: -126296.13136 eV
**LUMO energy (alpha / beta)**: -12.7 / -14.8 eV
**Kohn-Sham gap (alpha / beta)**: 6.30 / 4.60 eV

```
80
Properties=species:S:1:pos:R:3:forces:R:3
C -1.366815 1.252942 -5.668636 1.17 0.37 0.71
C -0.296490 0.946616 -4.796283 -0.32 0.47 0.08
C 0.686903 1.934438 -4.562410 -0.86 -0.21 -0.64
C 0.620310 3.117756 -5.300245 1.12 1.76 -0.28
N -0.325536 3.350739 -6.208037 -0.07 -4.07 2.30
C -1.286766 2.442929 -6.398958 -0.79 1.23 -1.13
C -0.213315 -0.291804 -4.054521 0.45 -2.86 1.35
C -0.025294 -1.361010 -3.427676 0.03 2.81 0.37
C 0.548340 -2.157151 -2.333196 -2.22 1.05 0.59
C -0.074334 -2.371677 -0.963352 0.93 -0.84 -3.51
C 0.727119 -3.217860 0.022995 -0.10 -1.32 -2.60
C 2.133212 -3.037222 -0.251088 2.26 -0.83 1.03
C 2.650626 -3.040382 -1.549766 -0.30 -0.06 -0.62
C 1.787492 -2.695872 -2.582581 1.99 -0.49 -0.54
Os 0.402597 -1.485713 0.765220 -2.19 6.06 4.14
P -1.006696 0.726049 0.150268 -0.24 0.35 0.01
H 1.448060 1.810072 -3.795009 0.00 0.14 -0.43
H -2.254821 0.634920 -5.696163 0.10 -0.03 -0.58
H 1.357036 3.908776 -5.154463 -0.02 -0.10 0.01
H -2.028862 2.702046 -7.141149 -0.32 -0.06 -0.14
H 2.115246 -2.726277 -3.621512 0.19 -0.08 0.27
H -1.151565 -2.407068 -1.060275 0.06 -0.43 0.17
H 3.671370 -3.374990 -1.742827 -0.17 0.41 0.09
H 0.389341 -4.196710 0.296878 -0.32 -0.40 0.81
C -1.886720 1.373182 1.655502 0.14 -0.60 0.00
C -2.361957 2.827596 1.647754 -0.15 0.41 0.09
H -1.217513 1.192106 2.516235 -0.44 0.01 -0.25
H -2.762538 0.707288 1.756815 0.39 0.10 0.14
H -2.782817 3.042368 2.637052 0.05 -0.06 -0.17
H -1.560522 3.561903 1.499081 -0.08 -0.25 -0.05
H -3.164769 3.021460 0.922383 0.39 -0.13 0.21
C -0.124337 2.165163 -0.636850 0.56 -0.48 0.41
C -0.921823 3.177655 -1.457763 -0.15 0.22 -0.14
H 0.650152 1.698081 -1.269136 -0.07 0.19 0.19
H 0.390508 2.689969 0.181466 -0.11 -0.20 -0.34
H -0.246447 3.989108 -1.746787 -0.01 -0.07 0.13
H -1.294871 2.757256 -2.396700 -0.15 -0.07 0.22
H -1.748462 3.641255 -0.905065 0.28 -0.22 -0.20
C -2.340768 0.360016 -1.068071 0.34 -0.73 0.03
C -3.591591 1.242934 -1.047314 -0.34 0.20 -0.13
H -2.628844 -0.688954 -0.884307 -0.03 0.30 -0.11
H -1.850934 0.379323 -2.055050 -0.17 -0.03 0.28
H -4.279152 0.877169 -1.817361 0.10 -0.03 0.12
H -4.139025 1.188110 -0.099594 0.20 0.00 -0.18
H -3.402984 2.296782 -1.287301 0.04 -0.39 0.17
Br 3.510194 -2.966969 1.187648 -1.97 -1.53 -1.71
P 2.049012 0.122066 1.749639 -0.84 0.53 -0.73
C 1.697437 1.853629 2.240711 -0.60 0.07 -0.57
C 2.368890 2.310644 3.534027 0.25 0.10 0.17
H 0.602424 1.939767 2.311524 0.39 0.17 0.14
H 2.015558 2.483161 1.397474 -0.05 -0.14 0.23
H 2.102357 3.360265 3.704469 0.05 -0.24 0.03
H 2.032654 1.732066 4.400181 0.11 0.29 -0.11
H 3.463180 2.259000 3.472656 -0.31 -0.01 0.06
C 2.031511 -0.761200 3.371211 0.08 0.00 -0.45
C 3.422946 -1.130768 3.852698 0.58 -0.80 0.23
H 1.382778 -1.659271 3.247334 0.30 0.13 0.21
H 1.551858 -0.095173 4.102411 -0.16 -0.26 -0.43
H 3.333150 -1.850751 4.675548 0.12 0.26 -0.08
H 3.964564 -1.649370 3.048661 0.11 0.44 0.67
H 4.033840 -0.281980 4.191570 -0.42 -0.16 -0.14
C 3.516189 0.293058 0.653276 0.19 -0.86 0.25
C 4.643785 1.133673 1.234531 0.40 0.23 0.18
H 3.147599 0.680865 -0.308059 -0.16 0.07 0.33
H 3.865599 -0.725869 0.445684 0.00 0.59 -0.06
H 5.537448 0.982214 0.617306 -0.19 0.18 0.09
H 4.408707 2.207919 1.251324 0.12 -0.38 0.02
H 4.911705 0.803878 2.248655 -0.07 0.17 -0.31
C -3.910255 -5.000703 1.455972 -0.79 -0.46 -0.33
N -3.223062 -3.761320 1.770158 0.41 1.90 -0.19
C -3.106406 -3.047194 2.957020 0.08 0.20 -0.05
C -2.161484 -2.078886 2.743195 0.67 -0.75 -0.15
N -1.646059 -2.257993 1.455991 -0.29 1.68 -0.71
C -2.458683 -3.118351 0.843482 0.11 -1.32 1.64
H -3.740443 -5.764283 2.221350 0.08 0.31 -0.10
H -4.984719 -4.853710 1.319719 0.14 0.05 0.18
H -3.489641 -5.339110 0.507548 -0.14 -0.20 0.19
H -3.714636 -3.195399 3.848653 0.22 -0.33 -0.41
H -1.770696 -1.284338 3.380598 -0.22 -0.60 -0.02
H -2.629047 -3.302881 -0.206368 0.62 -0.37 0.04
```
Forces are in eV/Å.